7
Properties=species:S:1:pos:R:3 method="wB97M-V/def2-TZVPD" de_lowest_kj_mol=40.34 smiles=SS.S spin_multiplicity=1 charge=0 homo_lumo_gap_ev=8.85 total_energy_ha=-1196.92294 mol_weight_g_mol=100.2
S 0.51 -2.11 1.88
H 1.66 -1.44 1.96
H 0.19 -1.66 0.66
S 0.59 1.02 -1.10
S -0.88 2.41 -1.65
H -0.11 0.13 -0.37
H -1.96 1.66 -1.38

***

49
Properties=species:S:1:pos:R:3 method="wB97M-V/def2-TZVPD" de_lowest_kj_mol=66.91 spin_multiplicity=1 charge=0 homo_lumo_gap_ev=4.26 total_energy_ha=-1513.29703 mol_weight_g_mol=426.4
F -4.22 2.72 3.21
C -4.06 1.36 3.19
C -5.19 0.56 3.35
C -4.99 -0.82 3.33
F -6.08 -1.65 3.50
C -3.74 -1.40 3.18
C -2.59 -0.57 3.03
C -1.31 -1.17 2.89
C -0.10 -0.48 2.85
C 1.11 -1.13 2.62
C 2.34 -0.42 2.47
C 3.41 -0.97 1.71
C 4.60 -0.26 1.60
F 5.63 -0.80 0.86
C 4.80 0.98 2.21
C 3.74 1.49 2.96
F 3.92 2.69 3.61
C 2.52 0.84 3.09
C -2.78 0.84 3.03
H -6.18 0.99 3.47
H -3.61 -2.49 3.17
H -1.28 -2.26 2.81
H -0.11 0.60 2.98
H 1.10 -2.20 2.43
H 3.28 -1.93 1.22
H 5.74 1.51 2.11
H 1.71 1.28 3.67
H -1.92 1.51 2.90
C 4.40 -2.80 4.91
C 3.01 -3.15 4.41
C 1.94 -2.76 5.29
C 0.58 -3.19 5.14
C -0.39 -2.83 6.25
C -0.03 -2.22 7.46
C -1.00 -1.90 8.43
C -2.35 -2.20 8.20
C -2.72 -2.82 7.00
C -1.75 -3.16 6.06
O 0.15 -3.80 4.14
O 2.86 -3.70 3.31
H 4.40 -2.52 5.97
H 5.05 -3.67 4.76
H 4.81 -1.97 4.32
H 2.25 -2.31 6.23
H 1.02 -1.99 7.66
H -0.69 -1.42 9.35
H -3.10 -1.95 8.94
H -3.77 -3.05 6.78
H -2.04 -3.68 5.14

***

129
Properties=species:S:1:pos:R:3 method="wB97M-V/def2-TZVPD" de_lowest_kj_mol=13.10 smiles=COCCNCCOC.COCCNCCOC.COCCNCCOC.CC(C)O.CC(C)O.CC(C)O.CC(C)O.O.O.O spin_multiplicity=1 charge=0 homo_lumo_gap_ev=9.03 total_energy_ha=-2334.98742 mol_weight_g_mol=694.0
O -1.21 -2.59 -2.74
H -1.14 -1.92 -2.01
H -0.68 -3.37 -2.44
O -3.97 -0.50 -3.18
H -3.96 -1.40 -3.57
H -3.60 0.14 -3.83
O -3.05 -2.94 -4.55
H -3.38 -3.78 -4.94
H -2.26 -3.16 -4.02
C 3.07 1.30 4.66
O 1.87 1.47 4.02
C 1.36 2.80 3.72
C 1.28 3.12 2.24
N 2.58 3.01 1.50
C 3.44 4.15 1.37
C 4.73 3.77 0.64
O 5.49 2.88 1.37
C 6.66 2.60 0.59
H 3.26 0.20 4.58
H 2.95 1.60 5.70
H 3.85 1.80 4.15
H 1.94 3.62 4.18
H 0.39 2.92 4.17
H 0.73 4.07 2.13
H 0.60 2.40 1.76
H 3.06 2.11 1.64
H 3.69 4.62 2.33
H 2.99 4.89 0.77
H 5.28 4.66 0.38
H 4.43 3.36 -0.34
H 6.32 2.08 -0.30
H 7.31 2.07 1.28
H 7.25 3.48 0.35
C 4.10 0.31 -0.16
O 3.48 0.00 1.12
C 2.14 -0.29 0.98
C 1.83 -1.63 1.60
N 2.00 -2.82 0.84
C 1.05 -3.05 -0.21
C 1.01 -4.58 -0.52
O 0.35 -4.90 -1.75
C 0.26 -6.32 -1.86
H 5.10 0.55 0.05
H 3.67 1.22 -0.63
H 4.00 -0.54 -0.79
H 1.67 -0.24 -0.03
H 1.46 0.43 1.54
H 0.84 -1.64 2.09
H 2.62 -1.82 2.36
H 2.96 -2.91 0.58
H 1.23 -2.55 -1.17
H 0.05 -2.72 0.34
H 0.49 -5.08 0.29
H 2.02 -4.91 -0.40
H -0.24 -6.52 -2.84
H -0.48 -6.72 -1.07
H 1.18 -6.89 -1.81
C -2.68 1.69 -6.63
O -2.02 1.22 -5.48
C -0.84 0.54 -5.80
C 0.07 0.23 -4.61
N 0.59 1.43 -4.04
C 1.10 1.11 -2.68
C 1.72 2.30 -2.00
O 0.77 3.34 -1.89
C 1.43 4.59 -2.10
H -3.54 2.23 -6.28
H -2.99 0.90 -7.35
H -2.07 2.43 -7.15
H -0.23 1.13 -6.55
H -1.22 -0.40 -6.27
H 0.89 -0.48 -4.95
H -0.50 -0.34 -3.89
H -0.15 2.10 -3.93
H 1.90 0.38 -2.77
H 0.24 0.69 -2.10
H 2.53 2.64 -2.60
H 2.06 2.01 -1.00
H 1.78 4.78 -3.21
H 2.35 4.63 -1.42
H 0.68 5.33 -1.86
C -2.47 3.60 0.08
C -2.76 3.18 -1.44
C -4.20 3.52 -1.92
O -1.85 3.84 -2.33
H -2.58 4.64 0.32
H -1.46 3.29 0.29
H -3.08 3.17 0.88
H -2.63 2.10 -1.45
H -4.90 2.99 -1.28
H -4.29 3.21 -2.96
H -4.43 4.56 -1.80
H -1.05 3.33 -2.36
C -0.86 0.84 5.91
C -0.80 -0.49 5.08
C -2.15 -1.16 5.18
O -0.64 -0.25 3.69
H -1.74 1.42 5.66
H 0.09 1.38 5.69
H -0.92 0.69 6.98
H -0.03 -1.12 5.46
H -2.88 -0.49 4.84
H -2.30 -1.72 6.08
H -2.17 -1.93 4.37
H 0.12 0.36 3.67
C -3.40 -1.55 0.09
C -2.90 -0.18 -0.18
C -1.96 0.39 0.95
O -2.06 -0.31 -1.40
H -4.02 -1.58 0.96
H -2.50 -2.21 0.21
H -3.83 -2.01 -0.82
H -3.62 0.66 -0.36
H -2.40 0.29 2.03
H -1.57 1.38 0.69
H -1.04 -0.20 1.00
H -2.73 -0.57 -2.14
C -2.00 -5.71 3.45
C -1.46 -5.20 2.13
C -2.45 -5.44 1.00
O -1.02 -3.84 2.13
H -2.70 -5.03 3.92
H -1.23 -5.93 4.21
H -2.49 -6.71 3.29
H -0.59 -5.74 1.83
H -3.38 -5.02 1.40
H -2.65 -6.50 1.03
H -2.16 -4.99 0.07
H -1.81 -3.28 2.29

***

12
Properties=species:S:1:pos:R:3 method="wB97M-V/def2-TZVPD" de_lowest_kj_mol=36.90 spin_multiplicity=1 charge=-1 homo_lumo_gap_ev=5.99 total_energy_ha=-1274.99727 mol_weight_g_mol=127.3
C -2.07 -0.98 -0.03
S -2.21 0.46 1.09
H -1.66 -0.77 -1.01
H -1.27 -1.62 0.36
H -3.02 -1.48 0.01
C 2.21 0.00 -0.24
S 1.85 1.24 1.02
S 0.68 2.58 -0.07
H 2.79 -0.87 0.06
H 2.75 0.50 -1.05
H 1.24 -0.31 -0.64
H -1.30 1.26 0.49

***

53
Properties=species:S:1:pos:R:3 method="wB97M-V/def2-TZVPD" de_lowest_kj_mol=138.26 smiles="CC(=O)[C@@H](C(c1ccc2c(c1)CCO2)c1ccc2c(c1)CCO2)[n+]1ccccc1" spin_multiplicity=1 charge=+1 homo_lumo_gap_ev=6.29 total_energy_ha=-1247.21558 mol_weight_g_mol=386.5
C -6.08 1.93 0.16
C -5.27 0.64 -0.01
C -3.91 1.10 0.24
C -3.92 2.48 0.53
O -5.14 3.07 0.44
C -2.69 3.15 0.71
C -1.53 2.38 0.67
C -1.51 0.99 0.32
C -0.31 0.05 0.31
C 1.00 0.84 -0.01
C 2.19 0.45 0.59
C 3.34 1.16 0.30
C 3.37 2.33 -0.51
O 4.61 2.91 -0.64
C 5.53 2.07 0.19
C 4.74 0.80 0.63
C 2.16 2.79 -1.04
C 1.02 2.04 -0.80
C -2.74 0.38 0.15
H -6.66 2.20 -0.72
H -6.79 1.86 0.99
H -5.61 -0.15 0.66
H -5.37 0.25 -1.02
H -2.67 4.22 0.89
H -0.60 2.85 1.01
H -0.36 -0.52 1.27
H 2.23 -0.39 1.29
H 6.46 1.82 -0.37
H 5.84 2.64 1.08
H 4.85 0.59 1.71
H 5.08 -0.08 0.05
H 2.12 3.72 -1.63
H 0.06 2.41 -1.21
H -2.80 -0.70 0.05
C -1.92 -2.57 -2.08
C -1.49 -2.40 -0.67
C -0.40 -1.25 -0.43
N 0.80 -2.13 0.06
C 0.80 -2.59 1.34
C 1.77 -3.52 1.73
C 2.74 -3.93 0.81
C 2.77 -3.37 -0.47
C 1.79 -2.46 -0.82
O -1.81 -3.22 0.21
H -1.79 -1.63 -2.61
H -1.36 -3.38 -2.56
H -2.99 -2.87 -2.13
H -0.18 -0.92 -1.42
H -0.04 -2.27 1.96
H 1.81 -3.82 2.75
H 3.63 -4.47 1.12
H 3.55 -3.52 -1.22
H 1.69 -1.97 -1.82

***

21
Properties=species:S:1:pos:R:3 method="wB97M-V/def2-TZVPD" de_lowest_kj_mol=56.63 smiles=CCCOCCC spin_multiplicity=1 charge=0 homo_lumo_gap_ev=10.95 total_energy_ha=-312.23347 mol_weight_g_mol=102.2
C -3.67 0.27 0.26
C -2.40 -0.52 -0.06
C -1.16 0.35 -0.01
O -0.02 -0.47 -0.07
C 1.18 0.26 -0.05
C 2.35 -0.71 -0.06
C 3.69 0.00 -0.13
H -3.74 1.17 -0.36
H -4.57 -0.33 0.08
H -3.69 0.59 1.30
H -2.27 -1.33 0.67
H -2.47 -0.99 -1.04
H -1.15 0.95 0.92
H -1.16 1.07 -0.85
H 1.22 0.91 0.84
H 1.23 0.93 -0.93
H 2.23 -1.38 -0.92
H 2.29 -1.33 0.84
H 3.86 0.63 0.76
H 3.76 0.65 -1.01
H 4.52 -0.72 -0.18